(1)
This record from the OMol25 dataset describes 13 unconnected molecules or ions with the total composition C26H78O26 at a distorted geometry. The level of theory is wB97M-V/def2-TZVPD.

**E_tot**: -2993.4467 hartree
**HOMO energy**: -9.495 eV
**Energy relative to the best compared isomer or geometry (same formula, charge and spin)**: 30.72 kcal/mol
**LUMO level**: 0.48 eV

XYZ file:
```
130
C26H78O26 wB97M-V/def2-TZVPD
C 2.495 2.665 -3.081
C 3.381 2.622 -1.903
O 3.009 1.471 -1.150
O 1.187 3.091 -2.519
H 2.329 1.716 -3.553
H 2.830 3.468 -3.782
H 3.108 3.469 -1.331
H 4.455 2.652 -2.217
H 3.659 1.307 -0.446
H 0.594 2.726 -3.216
C -1.833 -2.425 2.796
C -0.909 -2.154 4.050
O 0.382 -1.655 3.816
O -1.212 -3.362 1.959
H -2.215 -1.566 2.267
H -2.696 -2.990 3.284
H -0.879 -3.163 4.508
H -1.349 -1.528 4.833
H 0.595 -1.585 2.890
H -0.586 -2.897 1.394
C -2.987 1.823 -4.293
C -1.778 2.736 -4.438
O -0.543 2.075 -4.578
O -2.703 0.784 -3.319
H -3.078 1.367 -5.286
H -3.980 2.260 -4.238
H -1.762 3.482 -3.652
H -1.802 3.298 -5.404
H -0.583 1.189 -4.157
H -3.201 0.949 -2.470
C 2.868 2.930 2.448
C 1.770 3.915 1.964
O 0.942 4.573 2.955
O 3.885 3.646 3.061
H 3.180 2.407 1.568
H 2.369 2.251 3.130
H 1.146 3.376 1.303
H 2.319 4.709 1.424
H 1.528 5.086 3.519
H 4.673 3.206 2.842
C 0.434 -1.372 -5.176
C -1.098 -1.060 -5.259
O -1.733 -1.503 -4.073
O 1.023 -0.417 -4.281
H 1.059 -1.369 -6.035
H 0.535 -2.303 -4.664
H -1.477 -1.707 -6.099
H -1.314 0.003 -5.462
H -2.183 -0.690 -3.689
H 1.714 -0.792 -3.755
C 3.078 -2.248 -0.139
C 2.689 -2.439 -1.576
O 3.278 -1.423 -2.408
O 2.617 -1.098 0.491
H 4.192 -2.150 -0.111
H 2.787 -3.107 0.429
H 1.567 -2.371 -1.673
H 3.041 -3.428 -1.887
H 3.535 -0.655 -1.860
H 1.660 -0.864 0.445
C 5.619 -1.033 2.560
C 5.405 0.394 2.293
O 4.691 0.531 1.018
O 6.183 -1.093 3.872
H 6.306 -1.515 1.814
H 4.650 -1.582 2.612
H 6.330 0.995 2.287
H 4.782 0.821 3.093
H 3.782 0.144 1.171
H 6.935 -0.466 3.968
C -0.780 -0.391 -0.819
C -0.812 0.849 0.091
O 0.502 1.047 0.479
O -0.275 -1.544 -0.112
H -0.048 -0.235 -1.637
H -1.821 -0.522 -1.162
H -1.432 0.598 0.979
H -1.316 1.633 -0.448
H 1.071 1.323 -0.245
H -0.362 -2.291 -0.757
C -1.542 4.419 0.323
C -3.089 4.438 0.471
O -3.631 3.100 0.482
O -1.189 3.844 -0.914
H -1.205 3.941 1.276
H -1.188 5.441 0.390
H -3.519 5.086 -0.326
H -3.394 4.856 1.400
H -3.527 2.873 1.425
H -0.273 4.046 -1.189
C -6.176 0.395 -0.200
C -4.873 -0.247 -0.708
O -3.944 0.796 -1.154
O -6.923 -0.518 0.561
H -6.685 0.783 -1.139
H -5.902 1.240 0.434
H -4.957 -0.869 -1.603
H -4.457 -0.839 0.073
H -3.778 1.480 -0.496
H -7.773 -0.126 0.742
C 3.102 -5.274 2.720
C 2.723 -4.410 3.924
O 2.501 -3.094 3.512
O 2.033 -5.566 1.817
H 3.590 -6.137 3.174
H 3.873 -4.628 2.230
H 3.550 -4.377 4.621
H 1.889 -4.738 4.453
H 1.772 -2.745 4.038
H 1.383 -6.247 2.120
C -2.014 -4.072 -1.851
C -2.402 -4.915 -3.133
O -3.444 -5.780 -2.917
O -0.840 -3.348 -2.213
H -1.721 -4.746 -1.067
H -2.822 -3.460 -1.543
H -1.484 -5.456 -3.449
H -2.671 -4.242 -3.966
H -4.278 -5.366 -2.794
H -0.920 -2.717 -2.986
C -2.812 1.819 3.808
C -1.301 1.880 3.744
O -0.864 2.980 4.560
O -3.288 3.005 3.234
H -3.128 1.686 4.862
H -3.204 1.003 3.212
H -0.960 2.030 2.689
H -0.847 0.996 4.251
H -0.074 3.474 4.252
H -2.741 3.713 3.594
```



(2)
This record from the OMol25 dataset describes a molecular structure, C24H37BN10OPSTi. The level of theory is wB97M-V/def2-TZVPD.

**E_tot**: -3172.6538 hartree
**HOMO energy**: -15.095 eV
**LUMO level**: -10.67 eV
**Total charge**: +3

XYZ file:
```
76
C24H37BN10OPSTi wB97M-V/def2-TZVPD
Ti 0.642 0.808 -0.078
C 1.421 -1.195 3.479
C 0.528 -0.451 2.760
N 1.015 -0.251 1.502
N 2.227 -0.890 1.426
C 2.485 -1.443 2.600
B 3.177 -0.736 0.196
N 3.517 0.769 0.083
C 4.683 1.411 0.094
C 4.447 2.781 -0.005
C 3.078 2.902 -0.074
N 2.500 1.679 -0.022
N 2.392 -1.117 -1.093
C 2.739 -1.926 -2.083
C 1.812 -1.810 -3.125
C 0.899 -0.885 -2.689
N 1.253 -0.446 -1.453
H 1.326 -1.535 4.496
H -0.441 -0.071 3.041
H 3.398 -1.995 2.758
H 4.143 -1.410 0.325
H 5.611 0.867 0.175
H 5.180 3.568 -0.021
H 2.482 3.797 -0.154
H 3.617 -2.547 -2.001
H 1.813 -2.344 -4.059
H 0.009 -0.517 -3.172
S -1.611 0.037 -0.066
C -2.866 1.184 -0.472
N -3.325 2.142 0.316
C -4.576 2.727 -0.217
C -4.681 2.070 -1.612
N -3.562 1.108 -1.586
H -3.087 2.190 1.294
H -4.497 3.810 -0.270
H -5.409 2.466 0.433
H -4.541 2.783 -2.422
H -5.622 1.547 -1.762
H -3.395 0.420 -2.303
N -0.750 7.741 -1.352
C -0.577 7.042 -0.219
O -0.518 7.516 0.890
C -0.428 5.523 -0.335
C -0.266 4.796 -1.510
C -0.087 3.428 -1.433
N -0.061 2.774 -0.261
C -0.231 3.475 0.880
C -0.409 4.837 0.880
H -0.845 8.743 -1.271
H -0.862 7.335 -2.263
H -0.250 5.264 -2.485
H 0.065 2.836 -2.330
H -0.193 2.915 1.810
H -0.515 5.400 1.798
C -0.428 -5.890 -1.573
C 0.200 -4.511 -1.378
P -0.034 -3.682 0.259
C 0.355 -5.066 1.419
C 0.753 -4.621 2.825
C -1.876 -3.617 0.361
C -2.383 -3.127 1.715
H -0.213 -6.265 -2.573
H -1.511 -5.866 -1.462
H -0.031 -6.614 -0.863
H -0.174 -3.814 -2.136
H 1.282 -4.574 -1.534
H 1.178 -5.629 0.972
H -0.498 -5.747 1.458
H 1.716 -4.108 2.807
H 0.853 -5.481 3.487
H 0.018 -3.947 3.266
H -2.294 -4.602 0.148
H -2.217 -2.951 -0.439
H -2.170 -3.850 2.502
H -3.463 -2.978 1.700
H -1.913 -2.181 2.004
```



(3)
This record from the OMol25 dataset describes a molecular structure, C16H19BHfNO2PS at a distorted geometry. The level of theory is wB97M-V/def2-TZVPD.

**E_tot**: -1636.7660 hartree
**HOMO energy**: -20.734 eV
**Energy relative to the best compared isomer or geometry (same formula, charge and spin)**: 106.82 kcal/mol
**LUMO level**: -15.90 eV
**Total charge**: +4

XYZ file:
```
42
C16H19BHfNO2PS wB97M-V/def2-TZVPD
C -1.237 4.933 -0.089
C -0.367 3.756 0.564
P -1.016 3.091 2.215
C 0.288 3.447 3.526
C -1.017 1.213 2.012
C -2.140 0.327 2.404
C -2.067 -1.156 2.169
C -0.889 -1.806 1.539
C 0.241 -0.862 1.185
C 0.206 0.602 1.407
S 1.687 -1.698 0.394
C 0.841 -2.844 -0.715
C 1.323 -3.091 -2.169
C 2.583 -2.303 -2.624
B 2.132 -0.761 -3.007
O 1.138 -0.483 -3.990
O 2.691 0.348 -2.336
C 0.558 -4.011 -3.036
C -0.641 -4.672 -2.452
C -1.118 -4.424 -0.984
C -0.392 -3.507 -0.100
N -0.816 -3.245 1.282
H -0.805 5.112 -1.124
H -0.979 5.911 0.488
H -2.344 4.740 -0.143
H 0.698 4.117 0.730
H -0.283 2.930 -0.211
H -0.179 3.220 4.526
H 0.657 4.504 3.419
H 1.122 2.695 3.382
H -3.054 0.799 2.857
H -2.964 -1.755 2.497
H 1.114 1.198 1.102
H 3.044 -2.754 -3.545
H 3.317 -2.204 -1.760
H 0.289 -0.592 -3.504
H 1.992 0.980 -2.087
H 0.902 -4.148 -4.092
H -1.196 -5.365 -3.145
H -2.033 -4.970 -0.608
H -0.020 -3.598 1.850
Hf -1.265 6.324 2.172
```